# 1
Entry from the Open Molecules 2025 dataset: a structure of composition H20O10Xe (wB97M-V/def2-TZVPD).

XYZ file:
```
31
Properties=species:S:1:pos:R:3:forces:R:3
Xe 13.526830 -12.881320 -14.021720 -0.1 0.1 0.1
O 13.330590 -14.636300 -9.838370 0.1 -0.1 0.1
H 12.413050 -14.566320 -10.101940 -0.3 -0.1 -0.1
H 13.766050 -13.913940 -10.290920 0.2 0.2 -0.1
O 9.334990 -12.672330 -12.224530 -0.2 -0.5 -0.1
H 8.692190 -12.079680 -11.834890 -0.2 0.2 0.0
H 10.176600 -12.237630 -12.086840 0.4 0.4 0.0
O 12.184160 -17.123820 -14.431030 -0.1 -0.1 0.1
H 12.056560 -16.291700 -14.886590 -0.1 0.2 -0.1
H 13.116720 -17.313350 -14.534170 0.2 -0.1 0.0
O 15.285540 -15.043260 -16.187130 -0.2 -0.1 -0.3
H 15.522230 -14.365070 -15.554470 0.2 0.3 0.1
H 15.137330 -15.825700 -15.656040 0.0 -0.2 0.1
O 15.997330 -10.238360 -13.016340 0.1 -0.2 0.7
H 15.103130 -9.911720 -13.116030 -0.2 0.2 -0.1
H 16.307670 -10.365660 -13.912850 -0.1 0.1 -0.6
O 10.658830 -10.290040 -15.481080 0.2 0.1 0.2
H 10.272860 -11.156850 -15.354940 -0.2 -0.2 0.1
H 10.460790 -10.069280 -16.391180 0.0 0.1 -0.2
O 16.044540 -10.647070 -15.906570 -0.1 0.3 0.2
H 15.936280 -11.565940 -15.661220 0.0 -0.5 0.0
H 16.937280 -10.593330 -16.247680 0.2 0.0 -0.3
O 11.514220 -10.939840 -11.166240 -0.2 0.0 -0.2
H 11.209550 -11.335860 -10.349800 -0.1 0.0 0.4
H 12.410430 -11.260130 -11.268520 0.3 0.0 -0.1
O 14.075780 -12.380630 -18.270630 0.1 0.2 -0.2
H 14.386330 -12.703650 -17.424790 0.1 -0.2 0.2
H 13.187120 -12.727710 -18.348480 -0.2 -0.1 0.0
O 17.188090 -13.228190 -14.796350 -0.2 0.1 -0.2
H 17.988410 -12.746500 -14.587320 0.2 0.2 0.1
H 17.193160 -13.973910 -14.196260 0.1 -0.2 0.2
```
Forces are in eV/Å.

Results
Net charge: 0
2S+1: 1
Frontier orbital gap in Ha: 0.40473

# 2
Entry from the Open Molecules 2025 dataset: a structure of composition H20O10Xe (wB97M-V/def2-TZVPD).

XYZ file:
```
31
Properties=species:S:1:pos:R:3:forces:R:3
Xe 0.081394 0.399513 -0.346168 0.1 -0.1 -0.1
O 0.726177 -0.993390 3.944019 0.3 0.2 0.3
H 1.542305 -0.685570 3.549788 0.3 -0.1 0.0
H 0.091024 -0.972423 3.228216 -0.5 -0.2 -0.3
O 0.528877 -3.237417 -0.329224 0.1 -0.2 0.3
H 1.109290 -2.476355 -0.317844 0.5 -0.1 0.0
H -0.338994 -2.874738 -0.506682 -0.4 0.0 -0.2
O -1.465560 -1.559624 2.196460 0.0 0.3 -0.1
H -1.721551 -2.453876 1.970622 0.2 -0.4 -0.1
H -2.274871 -1.053336 2.126249 -0.2 0.1 0.1
O -1.993093 2.238907 2.087038 -0.4 0.1 -0.4
H -2.315903 1.339257 2.138483 -0.1 -0.1 0.1
H -1.112909 2.199820 2.461194 0.7 0.0 0.4
O 2.928321 0.090900 -3.235080 0.0 -0.2 0.3
H 2.511282 0.951140 -3.283006 -0.1 0.3 0.1
H 2.850351 -0.263291 -4.120911 0.0 -0.2 -0.3
O 0.886766 2.386495 2.849523 -0.3 0.0 0.1
H 1.556215 1.715712 2.714879 0.1 -0.2 0.1
H 1.094341 3.065063 2.207120 0.1 0.3 -0.2
O -2.029908 -2.879917 -1.312293 -0.1 0.2 0.0
H -2.495564 -3.716212 -1.310029 0.0 -0.4 0.0
H -2.721483 -2.220024 -1.262326 -0.2 0.3 0.0
O -1.767636 3.341985 -0.657666 -0.1 0.1 0.1
H -1.638961 2.819100 0.133708 -0.3 0.0 0.7
H -1.313687 2.853603 -1.344431 0.1 0.3 -0.5
O 3.283920 -2.455463 -1.111943 -0.1 -0.2 0.2
H 3.759717 -1.976812 -0.433159 0.2 0.1 0.1
H 2.977453 -1.777202 -1.713832 0.0 0.4 -0.4
O -0.767050 3.006710 -3.205069 0.3 0.0 0.0
H -1.511548 3.080168 -3.802189 -0.3 0.1 -0.1
H -0.458716 2.107277 -3.315446 0.1 -0.3 -0.1
```
Forces are in eV/Å.

Results
Net charge: 0
2S+1: 1
Frontier orbital gap in Ha: 0.37926

# 3
Entry from the Open Molecules 2025 dataset: a structure of composition H20O10Xe (wB97M-V/def2-TZVPD).

XYZ file:
```
31
Properties=species:S:1:pos:R:3:forces:R:3
Xe -1.037915 -0.792946 0.168003 0.0 0.0 0.0
O 2.690085 -1.762746 -0.385807 0.2 -0.1 0.2
H 2.261605 -2.559486 -0.072987 -0.2 -0.3 -0.1
H 2.604805 -1.143836 0.339383 0.0 0.1 0.4
O 0.331115 -0.924876 3.906973 0.4 0.2 0.4
H 0.274635 -0.246886 3.233643 0.1 0.2 -0.4
H -0.552655 -1.289356 3.955273 -0.1 -0.5 -0.2
O -2.541015 -2.796686 -2.709597 -0.6 -0.3 0.0
H -1.625745 -2.574046 -2.539447 0.7 0.1 0.0
H -3.032365 -2.026156 -2.424837 -0.1 0.2 0.0
O 0.564585 1.299274 2.379133 0.4 0.1 -0.1
H 0.168325 1.857414 1.710033 -0.5 0.0 -0.2
H 0.403795 1.760434 3.202363 0.1 0.1 0.4
O 2.417405 0.073154 -2.280737 0.0 0.1 -0.8
H 2.620455 -0.554026 -1.586727 0.1 -0.6 0.1
H 1.977485 0.794604 -1.831047 -0.3 0.4 0.0
O -1.765615 -2.626956 4.027643 -0.1 -0.1 0.0
H -2.470655 -2.558636 3.383833 -0.2 -0.1 -0.3
H -2.089105 -2.146436 4.789683 -0.2 0.0 0.4
O 0.195595 -2.243126 -3.013257 -0.2 -0.3 0.2
H 0.101035 -2.284176 -3.964887 -0.1 -0.1 -0.3
H 0.800665 -1.516736 -2.863317 0.5 0.6 0.2
O -1.174785 1.979984 -2.730897 -0.5 -0.1 0.1
H -0.539025 2.032704 -2.017257 0.4 0.0 0.0
H -0.956575 2.716784 -3.301617 0.1 0.1 -0.2
O 1.288955 2.310054 -0.956367 0.0 0.0 -0.2
H 0.637675 2.322964 -0.255007 -0.4 0.1 0.3
H 2.106145 2.567894 -0.529807 0.3 0.1 0.0
O -1.020245 3.108384 0.775173 0.3 -0.1 0.1
H -0.870755 3.854874 1.355363 0.1 0.3 0.2
H -1.767905 3.368594 0.237093 -0.3 -0.1 -0.3
```
Forces are in eV/Å.

Results
Net charge: 0
2S+1: 1
Frontier orbital gap in Ha: 0.37174

# 4
Entry from the Open Molecules 2025 dataset: a cluster of 11 separate species, H21O11 in total (wB97M-V/def2-TZVPD).

XYZ file:
```
32
Properties=species:S:1:pos:R:3:forces:R:3
O 0.618768 -0.095011 -0.244357 -1.0 -0.3 0.1
H -0.337807 -0.064061 -0.128633 0.1 0.6 -0.2
O 0.686264 -2.685417 -0.778895 1.2 1.0 -0.4
H -0.109280 -3.142188 -0.618691 -1.3 -0.8 0.3
H 0.516613 -1.721175 -0.573197 0.4 -0.8 0.0
O 1.140621 2.483189 -0.459069 0.0 1.0 -0.8
H 1.738704 2.838882 0.200010 0.3 -0.4 0.1
H 1.089530 1.517629 -0.368139 0.2 -0.2 -0.1
O -0.551944 2.359474 1.560159 -0.3 0.8 0.5
H -0.017931 2.249091 0.780066 0.5 0.8 -0.9
H -0.824971 1.470427 1.706190 -0.5 -0.6 0.8
O -0.197842 -0.360724 -2.721328 -1.4 -0.3 -1.7
H 0.556754 -0.211552 -3.277649 0.6 0.1 -0.2
H 0.102857 -0.284272 -1.823054 1.0 0.2 1.2
O 2.629456 0.715167 1.282864 1.7 1.7 2.1
H 3.327707 0.087026 1.217750 1.0 -0.6 0.0
H 2.004813 0.372525 0.700838 -2.1 -0.9 -1.2
O -2.219157 -0.851112 0.013245 0.1 -0.3 0.5
H -3.051929 -0.835313 -0.421884 -1.4 0.4 -0.8
H -2.072682 -1.781902 0.057022 0.9 -1.2 0.4
O 2.887080 -0.422135 -1.443152 -0.7 0.9 0.3
H 2.019611 -0.346710 -0.948050 1.0 0.0 -1.0
H 3.041642 -1.351109 -1.448327 0.2 -1.2 -0.1
O 0.157291 -1.276773 2.063592 0.8 -0.3 -1.7
H -0.617541 -0.853210 2.393560 -0.6 0.6 0.7
H 0.329897 -0.785861 1.172749 0.3 -1.0 1.9
O -2.082640 1.237069 -1.605737 -0.5 0.2 -0.2
H -1.463624 0.768827 -2.213285 -0.4 0.1 0.6
H -2.276580 0.658931 -0.854437 0.7 0.8 -0.9
O -2.055076 0.346623 2.347752 0.6 1.6 3.1
H -2.210758 -0.060643 1.556069 -0.5 -1.6 -3.6
H -2.757844 0.024308 2.876018 -1.0 -0.2 1.2
```
Forces are in eV/Å.

Results
Net charge: -1
2S+1: 1
Frontier orbital gap in Ha: 0.32785

# 5
Entry from the Open Molecules 2025 dataset: a structure of composition H22HeO11 (wB97M-V/def2-TZVPD).

XYZ file:
```
34
Properties=species:S:1:pos:R:3:forces:R:3
He -4.168572 -22.180993 -0.725979 -0.1 0.1 0.1
O -7.185276 -23.696706 -1.769378 0.2 -0.1 -0.1
H -7.859205 -23.867202 -1.111368 -0.1 -0.1 0.3
H -7.569050 -23.029775 -2.338725 0.0 0.2 -0.2
O -6.792786 -21.615785 1.792252 -0.4 -1.1 0.1
H -7.015740 -20.912429 1.182486 -0.1 0.5 -0.3
H -5.879833 -21.449483 2.026976 0.4 0.3 0.4
O -2.009378 -20.193249 -1.371716 -0.2 0.5 0.2
H -1.523036 -20.002221 -2.173728 0.0 0.1 -0.2
H -1.884743 -21.132159 -1.233357 0.1 -0.7 0.1
O -1.934287 -21.421987 2.569977 0.3 0.1 -0.1
H -1.587914 -21.495686 3.459268 0.2 0.0 0.3
H -2.061838 -22.327251 2.286322 -0.1 -0.3 -0.2
O -4.583189 -21.591926 -4.182757 0.0 0.4 -0.1
H -5.495824 -21.381787 -4.380700 -0.2 0.1 -0.2
H -4.624713 -22.427833 -3.718248 0.2 -0.5 0.4
O -7.087307 -19.505549 0.021132 -0.6 0.0 0.2
H -7.540130 -19.714064 -0.796013 -0.1 0.0 -0.2
H -6.190271 -19.305090 -0.246009 0.8 0.3 -0.3
O -4.392645 -24.113278 -2.421230 0.6 0.2 -0.2
H -4.299076 -24.978464 -2.819879 0.1 -0.2 -0.2
H -5.250102 -24.136238 -1.996415 -0.7 0.1 0.3
O -1.759691 -23.048282 -1.298685 0.4 0.2 0.1
H -1.243415 -23.649163 -0.761428 0.3 -0.1 0.1
H -2.613985 -23.472386 -1.379663 -0.6 -0.2 -0.3
O -4.405102 -20.595771 3.015485 -0.8 0.2 0.2
H -4.400602 -19.651812 3.174109 -0.2 0.2 0.0
H -3.484701 -20.820629 2.879306 0.6 -0.2 -0.3
O -4.512083 -18.878995 -1.413326 -0.9 0.4 0.3
H -3.822222 -19.538669 -1.341606 0.9 -0.4 0.0
H -4.942450 -19.071402 -2.246390 0.0 0.0 -0.3
O -6.263972 -24.913100 1.551176 0.2 -0.5 -0.2
H -7.208937 -25.012251 1.667061 -0.2 0.1 0.2
H -6.161187 -24.053809 1.142180 -0.1 0.6 0.1
```
Forces are in eV/Å.

Results
Net charge: 0
2S+1: 1
Frontier orbital gap in Ha: 0.37078

# 6
Entry from the Open Molecules 2025 dataset: a structure of composition H22HeO11 (wB97M-V/def2-TZVPD).

XYZ file:
```
34
Properties=species:S:1:pos:R:3:forces:R:3
He -0.012468 0.296551 0.088598 0.0 -0.1 0.2
O 0.782344 1.483115 -1.986958 0.2 0.2 -0.3
H -0.101807 1.527302 -1.622851 -0.5 0.0 0.0
H 1.165061 0.698993 -1.593357 0.3 -0.2 -0.2
O 1.377153 -1.335113 2.207333 0.6 -0.1 -0.2
H 0.891046 -0.516838 2.105655 -0.4 0.7 0.3
H 1.395018 -1.487838 3.152104 0.1 -0.1 0.2
O -2.863908 0.447003 1.027640 0.2 0.4 0.1
H -3.698285 0.760939 1.376198 -0.3 0.1 0.1
H -2.615726 -0.271283 1.609615 0.1 -0.8 0.2
O -2.191748 -2.751407 2.028635 -0.7 0.3 0.5
H -1.922794 -3.452388 2.622384 0.0 -0.1 0.2
H -1.422233 -2.591132 1.482388 0.7 -0.1 -0.8
O -2.002854 1.846974 -1.143394 0.4 0.2 -0.5
H -2.121870 1.550309 -0.241143 -0.2 -0.3 0.5
H -2.842383 1.668890 -1.567301 -0.2 0.0 -0.2
O -1.155544 -1.004197 -2.126617 0.0 -0.6 0.1
H -0.854303 -0.599476 -2.940063 0.2 0.1 -0.2
H -1.575034 -0.291321 -1.644890 -0.2 0.3 0.1
O -0.144920 1.086591 2.669806 0.1 -0.3 0.1
H 0.177846 1.977202 2.807170 0.2 0.2 0.1
H -0.974902 1.200873 2.206870 -0.4 0.0 -0.2
O 0.862423 4.439631 -2.147981 0.0 0.4 0.0
H 0.641318 3.508450 -2.132094 0.2 -0.5 0.0
H 0.090054 4.875847 -1.788279 -0.1 0.2 0.0
O 2.457530 -1.571104 -2.496412 -0.1 0.3 0.0
H 2.243345 -2.431433 -2.857213 -0.1 -0.2 -0.1
H 2.752013 -1.751775 -1.603735 0.1 -0.1 0.2
O 3.866606 0.072607 0.813980 0.1 0.2 -0.1
H 4.214241 -0.571526 0.197146 0.2 -0.1 -0.1
H 2.989088 -0.246316 1.024883 -0.3 -0.2 0.3
O -0.017307 -2.486447 0.290376 -0.2 -0.3 -0.3
H -0.035951 -2.093490 -0.582246 -0.5 0.1 -0.7
H 0.648951 -1.988195 0.763754 0.4 -0.2 0.6
```
Forces are in eV/Å.

Results
Net charge: 0
2S+1: 1
Frontier orbital gap in Ha: 0.38791

# 7
Entry from the Open Molecules 2025 dataset: a structure of composition H22K4O15P (wB97M-V/def2-TZVPD).

XYZ file:
```
42
Properties=species:S:1:pos:R:3:forces:R:3
K -2.662755 1.403221 1.332457 -0.4 0.0 0.3
K 2.812129 -1.044095 -1.919183 -0.2 -0.2 0.3
K -0.480287 2.566956 -2.121884 0.3 0.4 -0.2
K 2.714970 0.211586 2.039130 0.0 0.4 0.4
P 0.051252 0.218769 0.010274 -1.4 -0.8 1.1
O 0.153707 -1.317642 -0.158050 0.6 1.1 1.6
O 0.096784 0.878893 1.485625 0.4 -1.7 -3.2
O -1.294067 0.557687 -0.596978 -0.7 1.1 0.3
O 1.112072 0.741836 -0.933475 1.8 0.9 -0.2
O 0.867173 2.177970 3.860113 0.5 0.0 0.6
H 0.608297 1.650441 3.104516 -0.4 -0.1 -0.4
H 0.847071 3.080226 3.541094 0.0 0.3 -0.1
O 1.741044 1.173262 -3.465588 0.8 0.2 -0.8
H 1.469711 0.949922 -2.575227 -0.5 -0.1 1.0
H 1.485059 0.415656 -3.991647 -0.5 0.0 -0.4
O 2.339961 -2.188250 0.690432 2.4 -0.2 0.4
H 1.497761 -1.799321 0.454492 -1.8 0.3 -0.6
H 2.158176 -2.690776 1.484570 -0.1 -0.4 0.2
O 0.129626 3.451302 0.769752 0.6 1.0 -0.9
H -0.673876 3.726168 1.211412 -0.7 0.5 0.3
H 0.115423 2.495460 0.818660 0.0 -0.9 0.7
O -0.974874 -3.129078 1.670850 -0.2 -0.1 0.8
H -1.739502 -3.599485 1.338747 -0.1 -0.3 0.0
H -0.581329 -2.731937 0.893908 0.1 0.3 0.3
O 0.538112 -0.822871 3.306991 0.8 -0.8 1.0
H -0.232708 -1.030391 3.835190 0.0 -0.3 0.2
H 0.196615 -0.307654 2.576133 -0.5 0.5 -0.7
O -0.330733 -3.598368 -1.033759 -0.3 -1.5 -0.5
H -0.229958 -2.746672 -0.608681 0.3 0.7 -0.5
H 0.392373 -3.641341 -1.659467 0.0 -0.1 -0.2
O -2.954821 1.283417 -2.411404 -0.5 0.2 -1.1
H -2.411168 1.069776 -1.653090 0.3 -0.6 0.7
H -3.042424 2.236180 -2.383107 -0.6 0.4 0.0
O -0.731072 -0.873360 -2.945811 0.7 -0.1 -0.8
H -0.739060 -0.836103 -1.989365 -0.1 -0.2 0.3
H -1.622545 -0.637671 -3.202621 -0.4 0.1 -0.1
O 2.649028 2.491232 0.150397 1.6 0.3 0.7
H 1.985845 3.115678 0.444481 -0.2 0.5 0.2
H 2.149976 1.792897 -0.273295 -0.7 -0.4 -0.6
O -2.859162 -1.540076 -0.393306 -1.0 -0.5 0.2
H -2.217341 -0.842412 -0.525809 0.4 0.5 -0.1
H -2.334484 -2.311031 -0.177475 0.0 -0.2 -0.1
```
Forces are in eV/Å.

Results
Net charge: 0
Expectation value of S²: 0.750
2S+1: 2
Frontier orbital gap (spin up / spin down) in Ha: 0.07762 / 0.33526

Values of calculated total energy, in order: -1093.7138 -1093.7259 -1093.7414 -840.2640 -843.7430 -843.7357 -3883.1881, all in Ha.
Values of max |F|, in order: 0.76 0.77 0.81 4.02 1.13 1.00 3.60, all in eV Å⁻¹.